ORCA calculation (the ωB97M-V functional and the def2-TZVPD basis) on a molecular structure, C46H51N5O5P2S3Ti.

## Properties
total charge = -2
gap between HOMO and LUMO (spin up / spin down) = 4.18 / 6.68 eV
relative energy (zero: lowest compared OMol25 entry of this formula, charge and spin) = 38.07 kJ/mol
LUMO (spin up / spin down) = 4.0 / 4.0 eV
2S+1 = 3

Last column: Löwdin charge in e.
Geometry (Å):
Ti: 0.00 -0.19 1.02  0.70
C: -3.38 -0.81 3.37  -0.13
C: -2.18 -1.04 4.28  -0.53
C: -2.53 -2.03 5.39  -0.11
P: -0.72 -1.50 3.26  1.09
C: 0.51 -2.09 4.50  -0.54
C: 1.78 -2.64 3.85  -0.10
C: 0.86 -0.90 5.40  -0.11
C: -1.33 -2.95 2.34  -0.31
C: -1.44 -4.21 2.91  -0.11
C: -2.09 -5.25 2.26  -0.11
C: -2.67 -4.99 1.03  -0.10
C: -2.55 -3.75 0.42  -0.04
C: -1.82 -2.70 1.02  -0.32
N: -1.62 -1.47 0.44  -0.11
C: -1.91 -1.27 -0.92  -0.36
C: -1.52 -2.16 -1.92  -0.05
C: -1.82 -1.93 -3.25  -0.09
C: -2.54 -0.80 -3.62  -0.10
C: -2.89 0.12 -2.64  -0.11
C: -2.55 -0.07 -1.31  -0.37
P: -2.85 1.14 0.04  1.10
C: -4.71 0.93 0.14  -0.55
C: -5.14 -0.54 0.21  -0.11
C: -5.28 1.74 1.30  -0.13
C: -2.80 2.89 -0.62  -0.52
C: -2.12 3.73 0.46  -0.14
C: -2.14 3.14 -1.98  -0.11
H: -4.19 -0.32 3.92  0.08
H: -3.75 -1.76 2.98  0.08
H: -3.11 -0.18 2.52  0.03
H: -1.92 -0.07 4.73  0.11
H: -2.73 -3.02 4.98  0.07
H: -3.44 -1.69 5.91  0.07
H: -1.74 -2.12 6.14  0.06
H: 0.05 -2.87 5.10  0.09
H: 2.22 -1.92 3.17  0.07
H: 1.59 -3.56 3.31  0.03
H: 2.51 -2.87 4.64  0.08
H: 1.25 -0.07 4.81  0.07
H: 1.63 -1.19 6.12  0.08
H: 0.00 -0.53 5.97  0.06
H: -1.00 -4.39 3.89  0.10
H: -2.13 -6.24 2.70  0.09
H: -3.22 -5.77 0.51  0.09
H: -3.01 -3.59 -0.54  0.10
H: -0.96 -3.05 -1.64  0.12
H: -1.49 -2.64 -4.00  0.10
H: -2.79 -0.61 -4.65  0.09
H: -3.41 1.03 -2.93  0.09
H: -5.10 1.35 -0.79  0.10
H: -4.57 -1.10 0.95  0.05
H: -5.01 -1.04 -0.74  0.07
H: -6.20 -0.60 0.49  0.07
H: -4.88 1.39 2.26  0.06
H: -6.37 1.65 1.34  0.07
H: -5.03 2.80 1.21  0.06
H: -3.85 3.20 -0.68  0.08
H: -1.07 3.47 0.56  0.04
H: -2.59 3.59 1.44  0.06
H: -2.18 4.79 0.20  0.07
H: -2.85 3.07 -2.80  0.06
H: -1.71 4.14 -1.99  0.08
H: -1.32 2.44 -2.17  0.03
N: 1.11 -1.94 0.69  0.06
C: 1.34 -3.09 0.68  -0.34
N: 1.56 -4.34 0.52  0.11
C: 1.93 -5.14 1.49  -0.43
N: 2.25 -5.92 2.29  0.07
O: 2.97 5.15 0.24  -0.35
S: 1.69 4.76 -0.34  0.59
O: 0.61 5.69 -0.04  -0.35
N: 1.30 3.24 0.02  -0.12
C: 1.16 2.50 -1.10  -0.72
S: 0.57 0.85 -1.15  0.72
C: 1.45 3.17 -2.32  -0.30
C: 1.39 2.75 -3.67  -0.07
C: 1.71 3.64 -4.67  -0.11
C: 2.08 4.98 -4.39  -0.13
C: 2.11 5.41 -3.07  -0.08
C: 1.82 4.52 -2.07  -0.26
H: 1.09 1.74 -3.90  0.08
H: 1.66 3.31 -5.70  0.09
H: 2.31 5.65 -5.20  0.07
H: 2.37 6.44 -2.83  0.11
O: 4.36 -2.25 -0.63  -0.51
S: 3.43 -1.25 -1.25  0.97
C: 3.62 -1.40 -3.03  -0.36
C: 4.63 -2.20 -3.53  -0.07
C: 4.72 -2.37 -4.91  -0.09
C: 3.81 -1.76 -5.75  -0.11
C: 2.78 -0.98 -5.23  -0.08
C: 2.67 -0.81 -3.86  -0.09
C: 4.18 0.36 -1.00  -0.35
C: 4.80 0.52 0.23  -0.08
C: 5.31 1.76 0.57  -0.08
C: 5.19 2.84 -0.30  -0.08
C: 4.56 2.66 -1.52  -0.07
C: 4.05 1.43 -1.88  -0.08
H: 5.31 -2.67 -2.84  0.10
H: 5.51 -2.99 -5.32  0.09
H: 3.88 -1.89 -6.83  0.09
H: 2.05 -0.52 -5.88  0.10
H: 1.86 -0.24 -3.42  0.06
H: 4.87 -0.32 0.91  0.10
H: 5.77 1.90 1.54  0.10
H: 5.53 3.82 -0.01  0.10
H: 4.42 3.51 -2.19  0.11
H: 3.53 1.32 -2.82  0.09
O: 1.82 0.56 1.88  -0.14
C: 1.16 1.54 2.30  -0.52
O: -0.11 1.52 2.20  -0.19
H: 1.66 2.39 2.77  0.14

***

ORCA calculation (the ωB97M-V functional and the def2-TZVPD basis) on 2 unconnected molecules or ions with the total composition C2H3NO2PS in a non-equilibrium geometry.

## Properties
total charge = -1
gap between HOMO and LUMO = 7.28 eV
relative energy (zero: lowest compared OMol25 entry of this formula, charge and spin) = 172.35 kJ/mol
LUMO = 3.7 eV

Last column: Löwdin charge in e.
Geometry (Å):
C: 1.19 0.51 0.33  -0.55
C: -1.04 0.64 0.05  -0.48
N: -2.08 0.05 -0.60  0.02
O: -1.25 1.67 0.64  -0.07
O: 1.55 1.56 -0.08  -0.02
P: 1.78 -1.16 0.05  0.17
S: 3.70 -1.59 0.27  -0.20
H: -3.06 0.53 -0.52  0.12
H: 1.18 -1.74 1.35  -0.07
H: -1.97 -0.48 -1.50  0.08

***

ORCA calculation (the ωB97M-V functional and the def2-TZVPD basis) on 2 unconnected molecules or ions with the total composition C8H12O6 in a non-equilibrium geometry.

## Properties
SMILES string = C[C@H]1COC(=O)O1.C[C@H]1COC(=O)O1
gap between HOMO and LUMO = 10.93 eV
relative energy (zero: lowest compared OMol25 entry of this formula, charge and spin) = 159.58 kJ/mol
LUMO = 0.4 eV

Last column: Löwdin charge in e.
Geometry (Å):
C: -0.03 -1.13 -1.63  0.00
C: -0.46 -0.79 -3.18  -0.24
C: -1.98 -0.86 -3.37  -0.10
O: -2.35 0.50 -3.59  0.07
C: -1.23 1.21 -3.85  -0.56
O: -1.20 2.29 -4.44  0.12
O: -0.16 0.53 -3.54  0.09
H: -0.70 -0.77 -0.85  0.07
H: 1.01 -1.20 -1.31  0.07
H: -0.28 -2.18 -1.50  0.07
H: 0.11 -1.39 -3.89  0.15
H: -2.45 -1.33 -2.50  0.13
H: -2.32 -1.41 -4.24  0.13
C: 0.06 1.46 3.90  -0.02
C: 1.13 0.47 3.45  -0.31
C: 0.51 -0.50 2.44  -0.12
O: 1.54 -0.64 1.55  0.09
C: 2.34 0.38 1.65  -0.54
O: 3.38 0.49 0.91  0.07
O: 2.11 1.17 2.68  0.12
H: 0.62 2.22 4.45  0.09
H: -0.66 1.12 4.65  0.09
H: -0.52 1.87 3.07  0.09
H: 1.63 0.01 4.30  0.16
H: -0.36 -0.07 1.94  0.13
H: 0.24 -1.44 2.90  0.15

***

ORCA calculation (the ωB97M-V functional and the def2-TZVPD basis) on a molecular structure, C51H56AsCdN7O3S2Sb in a non-equilibrium geometry.

## Properties
total charge = -1
gap between HOMO and LUMO = 6.83 eV
relative energy (zero: lowest compared OMol25 entry of this formula, charge and spin) = 101.16 kJ/mol
LUMO = 2.2 eV

Last column: Löwdin charge in e.
Geometry (Å):
Cd: 0.48 -0.29 -0.63  1.18
C: 1.14 4.17 -1.46  -0.03
C: 1.02 2.86 -0.73  -0.28
N: 0.37 1.86 -1.24  -0.04
N: -0.21 2.08 -2.44  0.02
C: -0.56 0.99 -3.13  -0.47
O: -0.31 -0.21 -2.87  -0.15
C: -1.29 1.31 -4.41  -0.13
C: -1.58 0.28 -5.29  -0.02
C: -2.23 0.54 -6.49  -0.09
C: -2.59 1.84 -6.82  -0.11
C: -2.32 2.87 -5.93  -0.10
C: -1.68 2.61 -4.73  -0.04
C: 1.65 2.71 0.59  -0.26
C: 2.43 3.73 1.14  -0.03
C: 3.06 3.53 2.35  -0.07
C: 2.91 2.31 2.99  -0.06
C: 2.08 1.37 2.40  -0.15
N: 1.46 1.56 1.25  0.08
H: 0.40 4.18 -2.25  0.06
H: 2.13 4.26 -1.92  0.09
H: 0.98 5.02 -0.79  0.07
H: -1.30 -0.73 -5.02  0.09
H: -2.44 -0.27 -7.18  0.10
H: -3.09 2.04 -7.76  0.09
H: -2.61 3.89 -6.18  0.09
H: -1.47 3.41 -4.03  0.10
H: 2.56 4.66 0.60  0.10
H: 3.67 4.31 2.79  0.10
H: 3.40 2.11 3.94  0.10
H: 1.89 0.41 2.88  0.10
S: -1.84 -0.84 0.18  0.42
C: -2.50 -2.03 -0.92  -0.72
C: -3.90 -2.09 -1.03  -0.14
C: -4.52 -3.07 -1.79  -0.11
C: -3.76 -4.00 -2.48  -0.11
C: -2.38 -3.94 -2.40  -0.12
C: -1.73 -2.97 -1.63  -0.42
As: 0.22 -2.90 -1.49  1.29
C: 0.42 -4.32 -0.16  -0.38
C: -0.64 -4.87 0.55  -0.09
C: -0.41 -5.88 1.48  -0.09
C: 0.87 -6.34 1.72  -0.11
C: 1.94 -5.77 1.03  -0.10
C: 1.71 -4.77 0.10  -0.15
C: 0.60 -3.98 -3.09  -0.37
C: 0.28 -3.37 -4.30  -0.11
C: 0.47 -4.04 -5.50  -0.09
C: 1.00 -5.32 -5.50  -0.11
C: 1.36 -5.92 -4.31  -0.10
C: 1.16 -5.25 -3.10  -0.10
H: -4.48 -1.36 -0.49  0.09
H: -5.60 -3.10 -1.84  0.09
H: -4.24 -4.78 -3.07  0.09
H: -1.79 -4.67 -2.94  0.10
H: -1.65 -4.52 0.37  0.10
H: -1.25 -6.31 2.02  0.10
H: 1.04 -7.13 2.44  0.09
H: 2.95 -6.11 1.23  0.10
H: 2.55 -4.32 -0.42  0.10
H: -0.13 -2.37 -4.29  0.08
H: 0.19 -3.57 -6.44  0.10
H: 1.14 -5.86 -6.44  0.09
H: 1.79 -6.92 -4.30  0.10
H: 1.43 -5.73 -2.17  0.09
N: 7.42 3.19 1.39  0.09
C: 6.45 2.30 0.91  -0.33
C: 5.61 2.67 -0.14  -0.04
C: 4.70 1.76 -0.65  -0.07
C: 4.63 0.48 -0.13  -0.27
C: 5.46 0.10 0.91  -0.06
C: 6.37 1.01 1.43  -0.03
S: 3.47 -0.69 -0.82  0.54
O: 4.22 -1.88 -1.17  -0.31
O: 2.80 0.00 -1.90  -0.38
N: 2.34 -0.95 0.27  -0.24
C: 2.40 -1.68 1.40  -0.52
N: 3.57 -2.12 1.91  0.12
C: 3.51 -2.75 3.07  -0.15
C: 2.35 -2.95 3.78  -0.07
C: 1.19 -2.46 3.18  -0.15
N: 1.21 -1.85 2.01  0.11
H: 7.22 4.16 1.24  0.08
H: 7.74 3.00 2.33  0.08
H: 5.67 3.67 -0.54  0.11
H: 4.03 2.04 -1.46  0.11
H: 5.37 -0.90 1.31  0.09
H: 7.02 0.72 2.25  0.11
H: 4.47 -3.12 3.44  0.10
H: 2.33 -3.45 4.74  0.09
H: 0.22 -2.56 3.64  0.11
C: -4.16 2.02 4.82  -0.15
C: -3.24 1.08 4.06  -0.58
C: -3.95 -0.21 3.65  -0.18
Sb: -2.08 1.80 2.29  1.44
C: -3.77 2.15 0.90  -0.58
C: -3.24 2.93 -0.31  -0.16
C: -5.03 2.79 1.47  -0.15
C: -1.59 3.86 3.02  -0.57
C: -2.70 4.91 3.04  -0.16
C: -0.91 3.73 4.38  -0.18
H: -4.48 1.55 5.76  0.07
H: -5.06 2.26 4.26  0.05
H: -3.66 2.95 5.08  0.04
H: -2.41 0.81 4.73  0.06
H: -4.76 0.00 2.94  0.06
H: -4.39 -0.70 4.53  0.07
H: -3.26 -0.90 3.17  0.05
H: -3.98 1.13 0.58  0.03
H: -2.98 3.96 -0.04  0.06
H: -4.01 2.98 -1.09  0.07
H: -2.36 2.45 -0.74  0.04
H: -4.83 3.77 1.89  0.05
H: -5.47 2.16 2.24  0.04
H: -5.77 2.91 0.67  0.07
H: -0.83 4.18 2.30  0.06
H: -3.51 4.62 3.71  0.05
H: -3.11 5.07 2.05  0.05
H: -2.31 5.87 3.40  0.07
H: -1.61 3.42 5.15  0.05
H: -0.48 4.69 4.69  0.07
H: -0.10 3.00 4.34  0.05